[1]
Computed, not measured: a structure of composition C44H48FGeN3OPdSSi, with ωB97M-V/def2-TZVPD.

Each line ends with the natural charge from an NBO analysis.
Positions of all 101 atoms, in Å:
Pd: 0.278 -0.520 0.212  0.889
C: 5.907 -0.055 -2.032  -0.619
C: 5.340 0.316 -0.664  -0.217
N: 4.489 1.498 -0.720  -0.372
C: 5.142 2.801 -0.572  -0.217
C: 5.206 3.235 0.887  -0.618
C: 3.169 1.428 -0.882  0.336
S: 2.455 -0.143 -1.140  0.179
N: 2.468 2.545 -0.890  -0.632
C: 1.130 2.549 -0.939  0.667
O: 0.403 1.526 -1.013  -0.663
C: 0.491 3.886 -0.840  -0.098
C: 1.268 5.042 -0.739  -0.166
C: 0.659 6.275 -0.603  -0.219
C: -0.727 6.366 -0.564  -0.165
C: -1.502 5.220 -0.662  -0.215
C: -0.899 3.982 -0.804  -0.176
H: 6.574 -0.910 -1.931  0.231
H: 6.471 0.773 -2.461  0.218
H: 5.101 -0.318 -2.717  0.216
H: 6.150 0.529 0.034  0.219
H: 4.760 -0.522 -0.270  0.220
H: 4.573 3.525 -1.148  0.237
H: 6.143 2.720 -0.997  0.210
H: 4.199 3.339 1.291  0.218
H: 5.716 4.194 0.962  0.231
H: 5.753 2.509 1.491  0.207
H: 2.343 4.953 -0.764  0.228
H: 1.267 7.166 -0.522  0.224
H: -1.200 7.334 -0.460  0.224
H: -2.580 5.294 -0.624  0.225
H: -1.496 3.084 -0.891  0.233
C: -3.033 1.020 0.940  -1.059
Ge: -2.104 0.058 -0.553  1.082
C: -2.779 0.963 -2.199  -0.444
C: -4.162 1.058 -2.331  -0.157
C: -4.717 1.726 -3.412  -0.222
C: -3.893 2.292 -4.375  -0.205
C: -2.516 2.182 -4.261  -0.197
C: -1.960 1.513 -3.178  -0.229
C: -3.107 -1.692 -0.710  -0.403
C: -4.112 -1.942 0.194  -0.239
C: -4.826 -3.155 0.179  -0.250
C: -4.514 -4.126 -0.730  -0.112
C: -3.505 -3.906 -1.694  -0.096
C: -3.188 -4.884 -2.665  -0.179
C: -2.297 -4.611 -3.664  -0.210
C: -1.672 -3.354 -3.727  -0.193
C: -1.902 -2.417 -2.759  -0.209
C: -2.812 -2.662 -1.707  0.003
H: -4.091 1.119 0.696  0.239
H: -2.614 2.020 1.055  0.236
H: -2.929 0.496 1.890  0.224
H: -4.812 0.605 -1.590  0.202
H: -5.793 1.801 -3.502  0.220
H: -4.327 2.812 -5.219  0.220
H: -1.872 2.617 -5.016  0.216
H: -0.884 1.432 -3.088  0.215
H: -4.360 -1.198 0.942  0.213
H: -5.620 -3.312 0.898  0.218
H: -5.061 -5.061 -0.745  0.210
H: -3.672 -5.852 -2.612  0.217
H: -2.063 -5.365 -4.405  0.221
H: -0.984 -3.140 -4.536  0.215
H: -1.402 -1.454 -2.802  0.209
F: 0.940 -6.640 -0.889  -0.319
C: 0.970 -5.333 -0.602  0.483
C: 1.377 -4.445 -1.575  -0.299
C: 1.342 -3.088 -1.289  -0.259
C: 0.947 -2.643 -0.035  -0.154
C: 0.651 -3.565 0.963  -0.260
C: 0.617 -4.919 0.669  -0.299
H: 1.705 -4.811 -2.538  0.240
H: 1.647 -2.394 -2.062  0.218
H: 0.445 -3.251 1.978  0.222
H: 0.329 -5.647 1.415  0.239
C: 1.373 2.347 2.564  -1.119
Si: 1.607 0.557 3.116  1.751
C: 1.895 0.659 4.982  -1.129
C: 3.132 -0.344 2.441  -1.119
N: 0.248 -0.368 2.479  -0.841
C: -0.729 -0.992 3.141  0.225
C: -0.912 -0.834 4.550  -0.196
C: -1.877 -1.537 5.224  -0.216
C: -2.721 -2.417 4.544  -0.119
C: -2.590 -2.570 3.163  -0.212
C: -1.630 -1.875 2.474  -0.205
H: 2.141 2.971 3.025  0.248
H: 0.402 2.727 2.887  0.252
H: 1.440 2.480 1.492  0.239
H: 2.873 1.119 5.139  0.256
H: 1.914 -0.316 5.470  0.244
H: 1.163 1.290 5.489  0.239
H: 3.975 0.344 2.340  0.240
H: 2.938 -0.814 1.481  0.237
H: 3.431 -1.128 3.140  0.252
H: -0.277 -0.140 5.078  0.228
H: -1.985 -1.400 6.292  0.233
H: -3.474 -2.972 5.087  0.229
H: -3.246 -3.238 2.622  0.241
H: -1.528 -2.014 1.407  0.238

Cartesian forces (eV/Å) of the 6 atoms listed first:
0.091 -0.879 0.588
-0.066 0.055 0.145
0.141 -0.161 -0.349
-0.302 -0.073 0.047
-0.036 0.186 0.205
-0.009 -0.080 -0.098

**E_HOMO (spin up / spin down)**: -9.87 / -10.16 eV
**2S+1**: 6
**Total charge**: +1
**Expectation value of S²**: 8.81
**HOMO-LUMO gap (spin up / spin down)**: 7.22 / 4.44 eV
**Lowest unoccupied orbital energy (spin up / spin down)**: -2.7 / -5.7 eV

[2]
Computed, not measured: a structure of composition C44H48N2O2P2PtS, with ωB97M-V/def2-TZVPD.

Each line ends with the Löwdin charge.
Positions of all 100 atoms, in Å:
Pt: -0.748 0.138 -0.002  0.749
O: 2.733 -1.049 0.714  -0.413
S: 1.888 -0.001 0.110  0.874
C: 2.456 0.300 -1.527  -0.395
C: 3.815 0.201 -1.800  -0.058
C: 4.247 0.507 -3.080  -0.024
C: 3.330 0.889 -4.054  -0.021
C: 1.970 0.907 -3.779  -0.033
C: 1.522 0.574 -2.502  -0.346
P: -0.211 0.163 -2.212  0.955
C: -0.303 -1.595 -2.709  -0.340
C: 0.834 -2.346 -3.004  -0.066
C: 0.723 -3.697 -3.318  -0.063
C: -0.522 -4.305 -3.351  -0.074
C: -1.661 -3.563 -3.050  -0.070
C: -1.555 -2.220 -2.719  -0.105
C: -1.092 1.138 -3.434  -0.380
C: -1.171 2.514 -3.220  -0.106
C: -1.774 3.328 -4.164  -0.052
C: -2.305 2.769 -5.321  -0.046
C: -2.222 1.402 -5.540  -0.051
C: -1.611 0.582 -4.601  -0.083
C: 2.177 1.559 0.936  -0.365
C: 3.348 2.274 0.717  -0.037
C: 3.521 3.496 1.346  -0.031
C: 2.525 3.999 2.170  -0.025
C: 1.377 3.259 2.419  -0.042
C: 1.205 2.012 1.829  -0.342
P: -0.179 0.891 2.218  0.952
C: 0.460 -0.335 3.412  -0.349
C: -0.499 -1.053 4.137  -0.107
C: -0.111 -2.023 5.046  -0.081
C: 1.242 -2.295 5.238  -0.073
C: 2.194 -1.584 4.528  -0.057
C: 1.806 -0.603 3.620  -0.080
C: -1.365 1.781 3.257  -0.372
C: -0.981 2.338 4.483  -0.098
C: -1.920 2.942 5.298  -0.052
C: -3.259 2.971 4.914  -0.051
C: -3.652 2.386 3.722  -0.049
C: -2.703 1.792 2.897  -0.103
H: 4.507 -0.110 -1.028  0.125
H: 5.301 0.453 -3.318  0.124
H: 3.674 1.139 -5.049  0.124
H: 1.261 1.136 -4.564  0.120
H: 1.817 -1.893 -3.002  0.106
H: 1.613 -4.265 -3.555  0.114
H: -0.609 -5.348 -3.628  0.113
H: -2.639 -4.028 -3.084  0.116
H: -2.436 -1.658 -2.450  0.084
H: -0.766 2.949 -2.313  0.114
H: -1.837 4.395 -3.997  0.117
H: -2.783 3.404 -6.056  0.117
H: -2.628 0.971 -6.446  0.117
H: -1.540 -0.482 -4.784  0.109
H: 4.115 1.902 0.054  0.109
H: 4.425 4.064 1.173  0.123
H: 2.646 4.968 2.635  0.123
H: 0.615 3.661 3.070  0.103
H: -1.554 -0.837 4.008  0.111
H: -0.860 -2.551 5.622  0.110
H: 1.548 -3.045 5.955  0.111
H: 3.247 -1.781 4.682  0.116
H: 2.573 -0.053 3.093  0.098
H: 0.048 2.272 4.819  0.117
H: -1.615 3.384 6.237  0.115
H: -3.993 3.436 5.558  0.116
H: -4.694 2.388 3.430  0.115
H: -3.005 1.317 1.974  0.043
C: -3.511 2.056 -0.561  -0.035
C: -3.768 0.563 -0.712  -0.676
C: -4.769 0.089 0.338  -0.035
C: -4.346 0.285 -2.091  -0.031
O: -2.579 -0.271 -0.549  -0.453
H: -4.455 2.576 -0.390  0.101
H: -3.065 2.468 -1.461  0.059
H: -2.840 2.274 0.277  0.052
H: -5.737 0.572 0.196  0.096
H: -4.431 0.303 1.349  0.058
H: -4.914 -0.990 0.254  0.085
H: -5.254 0.871 -2.240  0.101
H: -4.608 -0.770 -2.203  0.088
H: -3.643 0.561 -2.874  0.061
N: -0.864 -5.352 1.557  0.066
C: -1.887 -4.709 0.643  -0.083
C: -1.778 -3.203 0.788  -0.191
N: -0.436 -2.712 0.514  -0.050
C: 0.561 -3.354 1.367  -0.182
C: 0.538 -4.868 1.251  -0.078
H: -0.916 -6.369 1.494  0.184
H: -1.089 -5.106 2.525  0.181
H: -2.867 -5.097 0.915  0.140
H: -1.637 -5.032 -0.368  0.125
H: -2.036 -2.913 1.814  0.130
H: -2.492 -2.707 0.129  0.110
H: -0.208 -2.855 -0.468  0.084
H: 0.361 -3.063 2.405  0.108
H: 1.560 -2.993 1.126  0.107
H: 1.217 -5.356 1.949  0.140
H: 0.760 -5.203 0.238  0.137

Cartesian forces (eV/Å) of the 6 atoms listed first:
3.582 0.189 -0.274
-0.364 0.077 -0.242
-1.256 0.314 0.720
0.368 -0.130 0.134
-0.017 0.104 -0.072
0.021 -0.019 0.027

**E_HOMO**: -12.42 eV
**Total charge**: +2
**HOMO-LUMO gap**: 7.36 eV
**Lowest unoccupied orbital energy**: -5.1 eV

[3]
Computed, not measured: a structure of composition C44H49Cl3N8O6SSiSr, with ωB97M-V/def2-TZVPD.

Each line ends with the Löwdin charge.
Positions of all 113 atoms, in Å:
Sr: 0.351 -0.525 -0.070  1.374
O: 3.722 -1.092 5.417  0.022
C: 2.519 -1.685 5.323  -0.286
C: 1.945 -2.189 6.492  -0.036
C: 0.703 -2.800 6.461  -0.111
C: 0.011 -2.926 5.261  -0.108
C: 0.577 -2.419 4.103  -0.031
C: 1.820 -1.793 4.106  -0.078
C: 2.332 -1.228 2.814  -0.492
O: 1.589 -1.291 1.792  -0.237
N: 3.536 -0.703 2.874  0.031
N: 4.097 -0.225 1.689  0.105
C: 3.614 0.814 1.196  -0.106
C: 4.739 0.467 -0.981  -0.105
C: 6.051 0.384 -1.392  -0.038
C: 6.433 -0.511 -2.384  -0.130
C: 5.460 -1.319 -2.961  -0.126
C: 4.139 -1.221 -2.569  -0.027
C: 3.709 -0.312 -1.573  -0.380
O: 2.460 -0.204 -1.262  -0.282
H: 3.948 -0.794 4.481  0.063
H: 2.497 -2.079 7.418  0.103
H: 0.267 -3.173 7.382  0.091
H: -0.968 -3.390 5.232  0.097
H: 0.054 -2.483 3.156  0.117
H: 2.772 1.407 1.546  0.133
H: 6.779 1.041 -0.935  0.100
H: 7.468 -0.572 -2.695  0.079
H: 5.735 -2.035 -3.729  0.088
H: 3.376 -1.857 -3.007  0.105
C: -2.187 -5.265 -4.367  -0.193
Si: -3.069 -5.079 -2.724  0.478
C: -4.865 -5.601 -3.022  -0.208
C: -2.392 -6.275 -1.451  -0.202
C: -3.116 -3.309 -2.122  -0.268
C: -4.294 -2.581 -2.076  -0.109
C: -4.313 -1.262 -1.626  -0.095
C: -3.116 -0.735 -1.185  -0.184
N: -1.965 -1.400 -1.203  -0.064
C: -1.921 -2.664 -1.681  -0.807
S: -0.372 -3.428 -1.709  0.519
H: -2.244 -6.294 -4.737  0.021
H: -1.142 -4.982 -4.242  0.002
H: -2.637 -4.606 -5.116  0.025
H: -4.890 -6.656 -3.315  0.019
H: -5.342 -5.022 -3.818  0.021
H: -5.470 -5.496 -2.116  0.026
H: -2.652 -7.303 -1.723  0.018
H: -2.815 -6.065 -0.465  0.033
H: -1.308 -6.181 -1.378  -0.004
H: -5.220 -3.041 -2.407  0.083
H: -5.225 -0.681 -1.587  0.087
H: -3.060 0.271 -0.779  0.079
Cl: -2.755 -0.743 7.373  0.591
C: -2.394 -0.466 5.679  -0.698
C: -1.314 0.324 5.326  -0.156
C: -1.028 0.516 3.990  -0.585
Cl: 0.301 1.557 3.573  0.755
C: -1.765 -0.076 2.919  -0.542
O: -1.469 0.074 1.690  -0.236
C: -2.879 -0.842 3.375  -0.577
Cl: -3.884 -1.586 2.159  0.689
C: -3.188 -1.045 4.706  -0.166
H: -0.684 0.774 6.081  0.104
H: -4.036 -1.660 4.976  0.095
C: -0.860 3.220 -4.181  -0.059
N: -0.243 1.935 -4.449  -0.145
C: 0.261 1.698 -5.790  -0.062
C: -0.219 0.987 -3.463  -0.473
C: 0.428 -0.337 -3.749  0.016
O: -0.691 1.226 -2.353  -0.024
H: -0.211 4.025 -4.533  0.082
H: -1.011 3.316 -3.110  0.069
H: -1.832 3.310 -4.679  0.089
H: 0.111 2.603 -6.374  0.079
H: -0.269 0.885 -6.291  0.087
H: 1.328 1.472 -5.789  0.093
H: 0.692 -0.511 -4.788  0.068
H: -0.236 -1.131 -3.400  0.051
H: 1.331 -0.397 -3.130  0.066
N: 0.306 2.143 0.206  0.142
C: -0.640 2.757 0.459  -0.274
N: -1.717 3.502 0.643  -0.069
C: -2.930 3.116 -0.093  -0.136
C: -3.859 2.274 0.770  -0.184
C: -4.171 2.997 2.079  -0.188
C: -2.878 3.322 2.824  -0.169
C: -1.926 4.130 1.953  -0.144
H: -2.614 2.588 -0.994  0.107
H: -3.430 4.043 -0.400  0.121
H: -3.371 1.320 0.987  0.078
H: -4.775 2.062 0.212  0.115
H: -4.815 2.376 2.705  0.110
H: -4.721 3.925 1.868  0.106
H: -2.388 2.390 3.120  0.080
H: -3.083 3.884 3.739  0.115
H: -0.953 4.245 2.428  0.115
H: -2.334 5.129 1.766  0.119
N: 1.886 4.109 -2.216  0.169
C: 2.808 4.702 -1.390  -0.484
O: 2.819 5.914 -1.244  0.026
C: 3.801 3.798 -0.709  -0.182
C: 4.991 4.361 -0.212  -0.112
C: 5.777 3.475 0.534  -0.139
C: 5.519 2.152 0.702  -0.105
N: 4.349 1.477 0.064  -0.108
C: 3.463 2.490 -0.569  -0.024
H: 1.076 4.675 -2.407  0.086
H: 1.734 3.117 -2.142  0.068
H: 5.198 5.414 -0.306  0.076
H: 6.667 3.834 1.043  0.097
H: 6.084 1.477 1.321  0.102
H: 2.527 2.044 -0.845  0.060

Cartesian forces (eV/Å) of the 6 atoms listed first:
-0.240 -0.174 -0.118
0.058 0.076 -0.154
-0.080 0.027 -0.006
-0.020 0.000 -0.005
0.001 -0.015 0.004
0.006 -0.013 -0.004

**E_HOMO**: -1.56 eV
**Total charge**: -2
**Relative energy (zero: lowest compared OMol25 entry of this formula, charge and spin)**: 64.1 kcal/mol
**HOMO-LUMO gap**: 5.29 eV
**Lowest unoccupied orbital energy**: 3.7 eV

[4]
Computed, not measured: a structure of composition C44H50AsLiN3OSi, with ωB97M-V/def2-TZVPD.

Each line ends with the Löwdin charge.
Positions of all 101 atoms, in Å:
Li: -0.390 0.063 0.176  0.476
C: 0.898 4.584 0.968  -0.181
Si: -0.396 3.153 0.984  0.403
C: -2.148 3.935 0.934  -0.170
C: -0.219 2.337 2.693  -0.174
N: -0.120 1.956 -0.184  -0.120
C: -0.337 2.091 -1.503  -0.354
C: -0.653 3.297 -2.162  -0.056
C: -0.931 3.347 -3.510  -0.127
C: -0.882 2.202 -4.286  -0.129
C: -0.562 0.992 -3.679  -0.034
C: -0.286 0.941 -2.331  -0.203
O: -0.050 -0.259 -1.661  -0.079
C: 0.140 -1.374 -2.419  -0.293
C: 1.289 -1.551 -3.185  -0.025
C: 1.456 -2.710 -3.922  -0.091
C: 0.492 -3.707 -3.890  -0.104
C: -0.642 -3.537 -3.113  -0.071
C: -0.822 -2.376 -2.385  0.013
H: 0.787 5.256 1.815  0.011
H: 0.830 5.176 0.060  0.004
H: 1.901 4.168 1.005  0.012
H: -2.342 4.595 1.773  0.014
H: -2.884 3.137 0.961  0.017
H: -2.320 4.495 0.022  0.005
H: -0.885 2.787 3.418  0.026
H: 0.788 2.442 3.084  0.018
H: -0.464 1.281 2.640  -0.016
H: -0.694 4.199 -1.572  0.075
H: -1.204 4.292 -3.965  0.091
H: -1.098 2.237 -5.344  0.083
H: -0.560 0.087 -4.270  0.112
H: 2.040 -0.775 -3.193  0.128
H: 2.344 -2.837 -4.530  0.098
H: 0.621 -4.610 -4.471  0.093
H: -1.401 -4.306 -3.078  0.106
H: -1.711 -2.226 -1.794  0.101
C: -3.627 1.849 7.135  -0.059
C: -3.072 0.967 6.052  -0.281
C: -3.854 0.514 5.006  -0.021
C: -3.342 -0.313 4.013  -0.276
C: -4.269 -0.749 2.923  -0.044
C: -2.000 -0.716 4.043  -0.290
As: -1.050 -1.673 2.531  1.300
N: -1.753 -0.915 1.077  -0.313
C: -2.764 -1.212 0.239  -0.468
C: -3.483 -2.429 0.180  -0.073
C: -4.449 -2.655 -0.776  -0.118
C: -4.755 -1.695 -1.725  -0.140
C: -4.084 -0.479 -1.680  -0.107
C: -3.132 -0.236 -0.721  -0.068
C: -1.700 -3.601 2.615  -0.257
C: -2.604 -4.231 3.469  -0.280
C: -3.101 -3.620 4.751  -0.053
C: -3.062 -5.517 3.181  -0.030
C: -2.624 -6.218 2.074  -0.284
C: -3.171 -7.567 1.712  -0.060
C: -1.635 -5.638 1.294  -0.029
C: -1.165 -4.364 1.558  -0.313
C: -0.060 -3.818 0.705  -0.098
C: -1.203 -0.238 5.092  -0.315
C: 0.255 -0.583 5.244  -0.088
C: -1.744 0.578 6.078  -0.036
H: -4.695 2.010 7.000  0.068
H: -3.128 2.818 7.129  0.077
H: -3.461 1.397 8.114  0.074
H: -4.895 0.812 4.954  0.109
H: -5.310 -0.621 3.223  0.080
H: -4.106 -1.790 2.651  0.061
H: -4.092 -0.144 2.033  0.081
H: -3.257 -3.218 0.882  0.079
H: -4.970 -3.609 -0.790  0.095
H: -5.509 -1.879 -2.477  0.079
H: -4.310 0.287 -2.412  0.100
H: -2.632 0.721 -0.684  0.094
H: -2.566 -2.702 4.981  0.049
H: -2.951 -4.327 5.569  0.079
H: -4.169 -3.402 4.691  0.085
H: -3.795 -5.967 3.842  0.112
H: -3.901 -7.904 2.445  0.068
H: -2.368 -8.302 1.652  0.075
H: -3.660 -7.523 0.738  0.078
H: -1.235 -6.185 0.449  0.113
H: 0.196 -4.518 -0.089  0.078
H: 0.824 -3.647 1.326  0.071
H: -0.347 -2.865 0.256  0.033
H: 0.611 -1.176 4.403  0.007
H: 0.410 -1.143 6.166  0.076
H: 0.842 0.333 5.304  0.075
H: -1.108 0.919 6.884  0.116
C: 4.183 -1.373 1.942  -0.083
C: 3.813 -2.141 0.851  -0.065
C: 2.617 -1.845 0.212  -0.151
N: 1.816 -0.866 0.591  0.065
C: 2.178 -0.124 1.623  -0.146
C: 3.351 -0.339 2.333  -0.055
H: 5.105 -1.580 2.467  0.100
H: 4.440 -2.952 0.510  0.098
H: 2.293 -2.421 -0.643  0.102
H: 1.505 0.680 1.867  0.066
H: 3.604 0.289 3.174  0.101

Cartesian forces (eV/Å) of the 6 atoms listed first:
0.500 0.014 0.190
-0.489 -0.484 -0.111
0.048 0.453 0.508
0.585 -0.287 -0.140
-0.031 0.244 -0.485
-0.067 -0.014 0.568

**E_HOMO**: -3.90 eV
**Total charge**: -1
**Relative energy (zero: lowest compared OMol25 entry of this formula, charge and spin)**: 17.5 kcal/mol
**HOMO-LUMO gap**: 6.37 eV
**Lowest unoccupied orbital energy**: 2.5 eV

Summary of largest force on an atom in Eh/bohr
0.0461; 0.0700; 0.0062; 0.0203
(order as listed above)